30
Properties=species:S:1:pos:R:3:forces:R:3 method="wB97M-V/def2-TZVPD" e_homo_ev=-8.894 multiplicity=1 smiles=Cc1ccccc1.Cc1ccccc1 relative_energy_kj_mol=103.45
C -0.63054 -1.42185 2.22559 -1.06 0.83 1.30
C -0.47352 2.13074 3.65134 0.11 -0.60 -0.20
C -0.95067 0.90092 3.21752 -0.54 -0.04 0.19
C 0.88385 2.41414 3.48991 -0.60 -0.02 0.49
C -0.10817 -0.10582 2.78058 0.75 -0.57 -1.77
C 1.71694 1.44184 2.97607 0.38 -0.80 -0.59
C 1.24893 0.15783 2.61677 -0.10 1.51 1.92
H -1.17277 2.80090 4.13403 0.17 0.27 -0.16
H -2.01682 0.68024 3.23586 0.09 0.14 0.18
H 1.26758 3.34117 3.88839 0.19 0.15 -0.27
H 2.77014 1.64183 2.81412 0.02 0.11 0.28
H -1.09428 -1.94537 3.06748 0.26 -0.49 -0.13
H 0.13995 -2.00747 1.73916 -0.10 -0.08 -0.07
H 1.97295 -0.63820 2.57751 0.08 -0.22 -0.89
H -1.48620 -1.19599 1.58117 0.37 -0.20 -0.37
C -1.54047 -0.58558 -4.58380 -1.17 1.40 -0.86
C 0.00233 0.07858 -1.27166 0.01 1.58 1.52
C -0.86388 0.21547 -2.32477 0.05 -2.53 -0.79
C 1.16188 -0.68976 -1.28029 -0.85 -0.25 -0.30
C -0.64468 -0.69199 -3.39142 0.82 2.22 -1.36
C 1.46870 -1.35906 -2.44944 0.93 0.61 -0.77
C 0.63163 -1.22280 -3.56476 -0.80 -1.01 1.06
H -0.14921 0.70130 -0.38924 -0.07 -0.10 -0.05
H -1.74191 0.84072 -2.39844 0.03 0.15 0.55
H 1.74298 -0.70526 -0.36920 0.28 -0.16 -0.17
H 2.44636 -1.81315 -2.58867 -0.16 -0.15 0.16
H -2.59433 -0.82233 -4.39026 0.30 -0.54 0.06
H -1.21908 -1.00500 -5.53414 0.21 -0.85 0.35
H 0.87729 -1.60419 -4.54844 0.18 -0.31 0.19
H -1.64496 0.46814 -4.91095 0.24 -0.04 0.51